Entry from the OMol25 dataset: 8 unconnected molecules or ions with the total composition C53H112F3N9O3S in a non-equilibrium geometry (wB97M-V/def2-TZVPD).

Results
Kohn-Sham gap: 9.8 eV
F_max: 1.89 eV/A
molecular weight: 1012.600 g/mol
energy relative to the best compared isomer or geometry (same formula, charge and spin): 5.62 kcal per mole
net charge: +6

Each atom is followed by the atoms it is bonded to, with distances in Å.
CARTESIAN COORDINATES (ANGSTROEM)
1 S 16.772 13.156 2.331  O5 1.460, O6 1.452, O7 1.449, C63 1.871
2 F 18.120 12.674 0.106  C63 1.326
3 F 16.460 11.322 0.496  C63 1.348
4 F 18.323 11.043 1.522  C63 1.349
5 O 16.182 12.271 3.333  S1 1.460
6 O 17.954 13.843 2.818  S1 1.452
7 O 15.834 14.000 1.618  S1 1.449
8 N 12.391 15.528 0.767  C48 1.491, C52 1.530, C65 1.516, C68 1.529
9 N 13.091 8.630 2.892  C24 1.532, C27 1.501, C54 1.530, C69 1.491
10 N 15.972 14.674 -5.250  C20 1.486, C23 1.513, C41 1.502, C66 1.531
11 N 19.678 6.057 0.596  C21 1.475, C22 1.321, C47 1.377
12 N 14.377 17.489 7.726  C19 1.332, C32 1.378, C39 1.471
13 N 18.370 10.709 6.341  C18 1.470, C36 1.502, C56 1.509, C67 1.531
14 N 14.994 19.332 8.636  C19 1.315, C50 1.374, C64 1.489
15 N 20.434 7.938 -0.128  C22 1.329, C43 1.382, C44 1.458
16 N 23.604 14.445 1.849  C26 1.511, C29 1.496, C51 1.485, C57 1.535
17 C 14.539 21.776 8.564  C64 1.525, H89 1.090, H159 1.089, H160 1.088
18 C 16.957 10.400 6.077  N13 1.470, H102 1.090, H112 1.086, H142 1.095
19 C 15.066 18.613 7.537  N12 1.332, N14 1.315, H116 1.076
20 C 15.826 15.860 -6.134  N10 1.486, H87 1.083, H110 1.090, H181 1.093
21 C 19.619 4.653 1.045  N11 1.475, H72 1.085, H150 1.088, H161 1.086
22 C 20.716 6.650 0.033  N11 1.321, N15 1.329, H100 1.080
23 C 16.368 13.497 -6.114  N10 1.513, C40 1.496, H101 1.089, H137 1.094
24 C 13.315 7.714 4.100  N9 1.532, C35 1.541, H148 1.084, H155 1.083
25 C 21.500 15.078 0.565  C29 1.508, C30 1.534, H132 1.097, H153 1.088
26 C 24.585 15.359 1.152  N16 1.511, C33 1.522, H157 1.090, H167 1.087
27 C 13.209 7.921 1.574  N9 1.501, C31 1.532, H74 1.087, H93 1.090
28 C 14.772 6.865 -0.042  C31 1.527, H84 1.091, H91 1.091, H95 1.092
29 C 22.203 14.965 1.894  N16 1.496, C25 1.508, H114 1.092, H139 1.095
30 C 20.082 15.644 0.714  C25 1.534, H77 1.093, H106 1.089, H176 1.091
31 C 14.525 7.150 1.437  C27 1.532, C28 1.527, H94 1.089, H136 1.091
32 C 13.944 17.451 9.034  N12 1.378, C50 1.346, H138 1.075
33 C 24.897 16.470 2.145  C26 1.522, C49 1.550, H85 1.088, H177 1.084
34 C 11.268 15.585 4.506  C42 1.541, H103 1.088, H146 1.084, H169 1.098
35 C 12.137 7.946 5.065  C24 1.541, C55 1.526, H75 1.091, H174 1.088
36 C 19.077 11.155 5.094  N13 1.502, C61 1.532, H104 1.095, H164 1.090
37 C 16.737 16.057 -3.232  C41 1.526, C62 1.525, H82 1.094, H158 1.088
38 C 20.836 8.593 8.394  C58 1.543, H97 1.091, H128 1.083, H170 1.095
39 C 14.091 16.484 6.690  N12 1.471, H86 1.084, H96 1.085, H133 1.091
40 C 15.104 12.900 -6.646  C23 1.496, C53 1.551, H81 1.090, H140 1.087
41 C 17.032 14.932 -4.219  N10 1.502, C37 1.526, H135 1.091, H151 1.090
42 C 11.203 15.602 2.966  C34 1.541, C52 1.525, H108 1.089, H154 1.089
43 C 19.195 8.202 0.425  N15 1.382, C47 1.352, H147 1.078
44 C 21.250 8.876 -0.889  N15 1.458, C59 1.519, H120 1.090, H125 1.089
45 C 11.175 15.026 -1.307  C60 1.542, C65 1.516, H109 1.085, H163 1.088
46 C 18.836 13.099 6.450  C61 1.529, C67 1.516, H118 1.093, H123 1.087
47 C 18.733 7.017 0.885  N11 1.377, C43 1.352, H124 1.076
48 C 12.599 17.001 0.664  N8 1.491, H90 1.088, H127 1.086, H180 1.084
49 C 24.775 15.759 3.517  C33 1.550, C57 1.519, H71 1.087, H143 1.090
50 C 14.296 18.627 9.585  N14 1.374, C32 1.346, H131 1.077
51 C 23.660 13.071 1.288  N16 1.485, H129 1.086, H149 1.085, H168 1.092
52 C 12.419 15.057 2.223  N8 1.530, C42 1.525, H79 1.089, H166 1.091
53 C 14.007 13.209 -5.594  C40 1.551, C66 1.536, H78 1.087, H99 1.085
54 C 11.674 9.170 3.095  N9 1.530, C55 1.514, H115 1.086, H175 1.092
55 C 11.430 9.212 4.589  C35 1.526, C54 1.514, H134 1.090, H179 1.086
56 C 19.019 9.467 6.900  N13 1.509, C58 1.501, H70 1.098, H76 1.089
57 C 24.214 14.371 3.256  N16 1.535, C49 1.519, H119 1.093, H162 1.084
58 C 20.458 9.617 7.303  C38 1.543, C56 1.501, H152 1.093, H171 1.094
59 C 21.003 10.334 -0.541  C44 1.519, H80 1.092, H107 1.086, H165 1.094
60 C 12.686 14.897 -1.588  C45 1.542, C68 1.540, H122 1.089, H156 1.086
61 C 19.782 12.474 5.425  C36 1.532, C46 1.529, H92 1.088, H126 1.089
62 C 17.763 16.000 -2.105  C37 1.525, H73 1.086, H145 1.091, H173 1.096
63 C 17.488 11.993 1.053  S1 1.871, F2 1.326, F3 1.348, F4 1.349
64 C 15.566 20.688 8.863  N14 1.489, C17 1.525, H105 1.085, H111 1.088
65 C 11.041 15.138 0.199  N8 1.516, C45 1.516, H130 1.088, H141 1.090
66 C 14.611 14.278 -4.671  N10 1.531, C53 1.536, H83 1.087, H172 1.090
67 C 18.368 11.918 7.279  N13 1.531, C46 1.516, H117 1.091, H178 1.088
68 C 13.330 14.797 -0.193  N8 1.529, C60 1.540, H113 1.091, H121 1.089
69 C 14.023 9.793 2.944  N9 1.491, H88 1.085, H98 1.090, H144 1.089
70 H 18.453 9.273 7.820  C56 1.098
71 H 25.703 15.787 4.083  C49 1.087
72 H 18.781 4.165 0.558  C21 1.085
73 H 17.610 16.841 -1.434  C62 1.086
74 H 12.333 7.282 1.502  C27 1.087
75 H 12.530 8.069 6.076  C35 1.091
76 H 18.741 8.627 6.265  C56 1.089
77 H 19.759 16.274 -0.120  C30 1.093
78 H 13.699 12.374 -4.970  C53 1.087
79 H 13.411 15.302 2.599  C52 1.089
80 H 21.066 10.549 0.528  C59 1.092
81 H 14.738 13.363 -7.563  C40 1.090
82 H 15.733 15.986 -2.804  C37 1.094
83 H 14.015 15.184 -4.613  C66 1.087
84 H 14.028 6.149 -0.393  C28 1.091
85 H 24.117 17.224 2.060  C33 1.088
86 H 13.080 16.128 6.854  C39 1.084
87 H 14.987 15.788 -6.816  C20 1.083
88 H 13.872 10.385 2.048  C69 1.085
89 H 14.094 21.647 7.578  C17 1.090
90 H 12.613 17.267 -0.391  C48 1.088
91 H 15.732 6.398 -0.269  C28 1.091
92 H 19.793 13.090 4.528  C61 1.088
93 H 13.233 8.656 0.770  C27 1.090
94 H 14.450 6.202 1.968  C31 1.089
95 H 14.761 7.781 -0.635  C28 1.092
96 H 14.895 15.761 6.597  C39 1.085
97 H 20.117 8.667 9.211  C38 1.091
98 H 13.886 10.377 3.855  C69 1.090
99 H 13.140 13.630 -6.093  C53 1.085
100 H 21.534 6.160 -0.472  C22 1.080
101 H 17.117 13.811 -6.840  C23 1.089
102 H 16.508 9.916 6.944  C18 1.090
103 H 10.265 15.718 4.905  C34 1.088
104 H 18.431 11.372 4.237  C36 1.095
105 H 15.891 20.700 9.898  C64 1.085
106 H 19.310 14.876 0.733  C30 1.089
107 H 21.684 10.960 -1.111  C59 1.086
108 H 10.981 16.626 2.668  C42 1.089
109 H 10.779 15.879 -1.849  C45 1.085
110 H 16.785 16.130 -6.577  C20 1.090
111 H 16.394 20.794 8.165  C64 1.088
112 H 16.336 11.237 5.774  C18 1.086
113 H 14.328 15.230 -0.108  C68 1.091
114 H 22.257 15.931 2.401  C29 1.092
115 H 11.552 10.079 2.512  C54 1.086
116 H 15.584 18.929 6.648  C19 1.076
117 H 18.987 11.657 8.139  C67 1.091
118 H 17.979 13.519 5.917  C46 1.093
119 H 23.408 14.172 3.966  C57 1.093
120 H 22.302 8.672 -0.689  C44 1.090
121 H 13.471 13.787 0.189  C68 1.089
122 H 13.012 13.957 -2.031  C60 1.089
123 H 19.308 13.845 7.084  C46 1.087
124 H 17.945 6.799 1.584  C47 1.076
125 H 21.088 8.748 -1.958  C44 1.089
126 H 20.761 12.278 5.859  C61 1.089
127 H 13.530 17.257 1.160  C48 1.086
128 H 21.851 8.675 8.763  C38 1.083
129 H 22.868 12.451 1.696  C51 1.086
130 H 10.262 15.817 0.540  C65 1.088
131 H 14.137 19.054 10.561  C50 1.077
132 H 21.994 15.884 0.009  C25 1.097
133 H 14.009 17.016 5.742  C39 1.091
134 H 11.907 10.095 5.015  C55 1.090
135 H 17.161 13.986 -3.690  C41 1.091
136 H 15.362 7.731 1.828  C31 1.091
137 H 16.907 12.802 -5.464  C23 1.094
138 H 13.496 16.551 9.415  C32 1.075
139 H 21.649 14.371 2.630  C29 1.095
140 H 15.156 11.840 -6.878  C40 1.087
141 H 10.726 14.184 0.621  C65 1.090
142 H 16.911 9.656 5.275  C18 1.095
143 H 24.071 16.345 4.108  C49 1.090
144 H 15.065 9.499 3.060  C69 1.089
145 H 17.814 15.037 -1.596  C62 1.091
146 H 11.939 16.277 5.003  C34 1.084
147 H 18.829 9.203 0.583  C43 1.078
148 H 14.254 8.042 4.532  C24 1.084
149 H 24.653 12.651 1.414  C51 1.085
150 H 19.498 4.631 2.126  C21 1.088
151 H 17.935 15.155 -4.788  C41 1.090
152 H 21.154 9.551 6.463  C58 1.093
153 H 21.573 14.206 -0.080  C25 1.088
154 H 10.318 15.006 2.749  C42 1.089
155 H 13.303 6.677 3.788  C24 1.083
156 H 12.987 15.760 -2.176  C60 1.086
157 H 25.466 14.757 0.932  C26 1.090
158 H 16.768 17.012 -3.753  C37 1.088
159 H 13.735 21.783 9.298  C17 1.089
160 H 15.062 22.730 8.585  C17 1.088
161 H 20.562 4.163 0.824  C21 1.086
162 H 24.846 13.492 3.313  C57 1.084
163 H 10.653 14.123 -1.615  C45 1.088
164 H 19.722 10.382 4.679  C36 1.090
165 H 19.984 10.625 -0.813  C59 1.094
166 H 12.309 13.975 2.142  C52 1.091
167 H 24.162 15.682 0.203  C26 1.087
168 H 23.528 13.145 0.206  C51 1.092
169 H 11.574 14.579 4.822  C34 1.098
170 H 20.692 7.588 7.985  C38 1.095
171 H 20.689 10.574 7.781  C58 1.094
172 H 14.910 13.974 -3.668  C66 1.090
173 H 18.768 16.076 -2.534  C62 1.096
174 H 11.516 7.057 5.148  C35 1.088
175 H 11.055 8.377 2.670  C54 1.092
176 H 19.962 16.338 1.548  C30 1.091
177 H 25.871 16.912 1.968  C33 1.084
178 H 17.387 12.006 7.741  C67 1.088
179 H 10.366 9.175 4.800  C55 1.086
180 H 11.752 17.516 1.103  C48 1.084
181 H 15.666 16.745 -5.512  C20 1.093